# 1
{
  "formula": "C22H24Br2N5O2SYb",
  "method": "ωB97M-V/def2-TZVPD",
  "charge": 2,
  "gap_ev": [6.582, 6.092],
  "mol_weight_g_mol": 755.38,
  "multiplicity": 2,
  "de_lowest_kcal_mol": 3.5,
  "species": ["Yb", "Br", "C", "Br", "H", "H", "O", "C", "C", "C", "C", "C", "C", "C", "N", "C", "C", "N", "H", "H", "H", "H", "H", "H", "H", "C", "C", "C", "N", "N", "C", "N", "S", "H", "H", "H", "H", "H", "H", "H", "C", "C", "O", "C", "C", "C", "C", "C", "C", "H", "H", "H", "H", "H", "H", "H", "H"],
  "coordinates": [[-0.78, 0.43, 0.38], [-1.57, 2.91, 2.25], [-2.75, 1.75, 3.33], [-3.07, 0.23, 2.11], [-3.63, 2.30, 3.60], [-2.10, 1.39, 4.15], [0.71, -0.11, 1.86], [1.91, 0.36, 2.17], [2.19, 0.50, 3.57], [3.42, 0.99, 3.98], [4.40, 1.10, 2.99], [4.15, 0.98, 1.64], [2.87, 0.64, 1.19], [2.58, 0.62, -0.31], [1.39, 0.45, -0.91], [1.66, 0.31, -2.23], [2.99, 0.37, -2.46], [3.59, 0.71, -1.22], [1.38, 0.24, 4.22], [3.61, 1.24, 5.05], [5.46, 1.31, 3.33], [4.94, 1.16, 0.91], [0.88, 0.14, -2.95], [3.54, 0.31, -3.36], [4.52, 0.29, -0.90], [-2.16, 5.82, -2.45], [-1.53, 4.41, -2.64], [-2.25, 3.22, -2.13], [-1.63, 2.13, -1.94], [-2.43, 1.06, -1.44], [-3.71, 1.39, -1.66], [-4.75, 0.60, -1.26], [-4.04, 3.02, -2.15], [-2.05, 6.51, -3.31], [-1.80, 6.36, -1.55], [-3.31, 5.80, -2.35], [-0.53, 4.40, -2.16], [-1.38, 4.31, -3.74], [-4.48, -0.18, -0.65], [-5.70, 0.95, -1.09], [-1.45, -3.05, -2.06], [-1.00, -2.72, -0.67], [-1.33, -1.71, 0.04], [-0.16, -3.75, -0.01], [0.50, -3.43, 1.21], [1.35, -4.39, 1.81], [1.46, -5.65, 1.27], [0.71, -5.96, 0.06], [-0.06, -5.02, -0.57], [-2.21, -2.26, -2.42], [-1.99, -4.07, -2.12], [-0.62, -3.13, -2.75], [0.31, -2.44, 1.57], [1.90, -4.09, 2.73], [2.02, -6.43, 1.74], [0.69, -6.99, -0.30], [-0.65, -5.36, -1.41]]
}

# 2
{
  "formula": "C27H81INaO36P9",
  "method": "ωB97M-V/def2-TZVPD",
  "gap_ev": 7.766,
  "mol_weight_g_mol": 1410.57,
  "species": ["Na", "I", "C", "O", "P", "O", "O", "C", "O", "C", "H", "H", "H", "H", "H", "H", "H", "H", "H", "C", "O", "P", "O", "O", "C", "O", "C", "H", "H", "H", "H", "H", "H", "H", "H", "H", "C", "O", "P", "O", "O", "C", "O", "C", "H", "H", "H", "H", "H", "H", "H", "H", "H", "C", "O", "P", "O", "O", "C", "O", "C", "H", "H", "H", "H", "H", "H", "H", "H", "H", "C", "O", "P", "O", "O", "C", "O", "C", "H", "H", "H", "H", "H", "H", "H", "H", "H", "C", "O", "P", "O", "O", "C", "O", "C", "H", "H", "H", "H", "H", "H", "H", "H", "H", "C", "O", "P", "O", "O", "C", "O", "C", "H", "H", "H", "H", "H", "H", "H", "H", "H", "C", "O", "P", "O", "O", "C", "O", "C", "H", "H", "H", "H", "H", "H", "H", "H", "H", "C", "O", "P", "O", "O", "C", "O", "C", "H", "H", "H", "H", "H", "H", "H", "H", "H"],
  "coordinates": [[-2.07, 1.84, 2.94], [-0.08, 0.08, 1.32], [2.39, 4.86, 1.19], [1.07, 4.46, 1.50], [0.51, 4.67, 3.01], [-0.90, 4.25, 3.26], [0.75, 6.28, 3.15], [0.72, 6.88, 4.44], [1.67, 4.04, 3.98], [1.84, 2.63, 4.09], [2.53, 5.94, 1.27], [2.65, 4.58, 0.18], [3.11, 4.42, 1.88], [-0.07, 7.63, 4.48], [1.67, 7.34, 4.73], [0.49, 6.09, 5.16], [0.98, 2.03, 3.80], [2.21, 2.36, 5.08], [2.67, 2.28, 3.49], [0.87, -2.14, -2.14], [1.95, -2.43, -3.04], [1.67, -2.57, -4.63], [1.07, -3.82, -5.13], [0.74, -1.21, -4.87], [1.13, 0.06, -4.40], [3.04, -2.20, -5.38], [3.15, -2.34, -6.80], [0.00, -1.76, -2.67], [1.19, -1.43, -1.38], [0.51, -3.06, -1.68], [0.19, 0.57, -4.18], [1.59, 0.66, -5.19], [1.84, 0.03, -3.58], [2.30, -2.92, -7.17], [4.10, -2.83, -7.02], [3.23, -1.34, -7.22], [-2.37, 3.91, -3.60], [-1.04, 4.34, -3.30], [-0.70, 5.85, -2.74], [0.71, 6.03, -2.40], [-1.25, 6.85, -3.96], [-0.95, 6.54, -5.31], [-1.77, 6.09, -1.51], [-1.96, 5.06, -0.59], [-2.99, 4.79, -3.76], [-2.82, 3.36, -2.76], [-2.42, 3.25, -4.47], [-1.75, 5.95, -5.75], [0.00, 6.06, -5.53], [-0.86, 7.48, -5.85], [-1.50, 5.41, 0.33], [-1.45, 4.12, -0.80], [-3.02, 4.85, -0.42], [2.94, -2.71, 0.47], [3.21, -4.05, 0.14], [3.95, -5.07, 1.11], [4.84, -4.39, 2.13], [2.86, -6.09, 1.73], [1.96, -6.69, 0.83], [4.81, -6.06, 0.09], [6.16, -5.79, -0.19], [3.39, -2.09, -0.30], [3.29, -2.36, 1.44], [1.87, -2.50, 0.41], [1.43, -5.94, 0.23], [1.26, -7.33, 1.36], [2.41, -7.37, 0.11], [6.86, -6.55, 0.15], [6.49, -4.85, 0.25], [6.07, -5.87, -1.28], [2.53, -5.38, 4.98], [2.64, -4.51, 6.08], [3.59, -3.17, 5.84], [3.50, -2.15, 6.90], [5.08, -3.70, 5.56], [5.90, -4.12, 6.64], [3.16, -2.51, 4.40], [2.07, -1.62, 4.24], [1.80, -5.22, 4.19], [2.31, -6.42, 5.25], [3.45, -5.43, 4.40], [6.91, -4.36, 6.30], [5.51, -5.06, 7.02], [5.88, -3.42, 7.47], [1.78, -1.19, 5.19], [1.22, -2.25, 3.98], [2.27, -0.79, 3.56], [-4.87, 1.51, -1.06], [-4.88, 2.26, -2.21], [-5.82, 3.59, -2.37], [-7.13, 3.59, -1.68], [-4.78, 4.87, -2.09], [-5.37, 6.17, -2.02], [-6.02, 3.68, -3.96], [-6.26, 2.57, -4.77], [-3.82, 1.24, -0.99], [-5.51, 0.63, -1.12], [-5.08, 2.09, -0.16], [-6.39, 6.28, -2.39], [-4.68, 6.91, -2.43], [-5.34, 6.48, -0.98], [-6.37, 1.72, -4.10], [-5.52, 2.38, -5.54], [-7.14, 2.69, -5.39], [5.38, 4.46, -1.86], [5.32, 3.07, -2.30], [4.16, 2.07, -1.77], [4.25, 0.61, -2.08], [4.31, 2.41, -0.16], [3.55, 1.66, 0.75], [2.72, 2.80, -2.21], [1.52, 2.17, -1.87], [4.86, 4.74, -0.94], [4.93, 5.12, -2.61], [6.42, 4.73, -1.69], [3.47, 0.59, 0.59], [2.59, 2.18, 0.76], [4.07, 1.75, 1.70], [0.99, 2.84, -1.19], [1.58, 1.18, -1.41], [0.98, 1.99, -2.80], [-0.78, -4.54, 1.01], [-0.89, -4.87, -0.45], [-2.33, -5.11, -1.10], [-2.95, -6.44, -0.79], [-2.00, -4.77, -2.66], [-1.04, -5.48, -3.35], [-3.21, -3.88, -0.62], [-2.75, -2.53, -0.73], [0.01, -3.80, 1.10], [-0.64, -5.46, 1.58], [-1.70, -4.18, 1.46], [-0.84, -6.36, -2.73], [-0.16, -4.85, -3.47], [-1.31, -5.84, -4.34], [-2.54, -1.98, 0.19], [-3.61, -2.08, -1.22], [-1.90, -2.51, -1.41], [-5.99, -2.79, 0.86], [-5.37, -1.46, 1.00], [-4.66, -0.99, 2.39], [-3.96, 0.39, 2.42], [-3.68, -2.24, 2.77], [-3.05, -2.23, 4.04], [-5.87, -1.10, 3.48], [-6.34, 0.14, 4.03], [-7.07, -2.72, 1.00], [-5.56, -3.54, 1.52], [-5.96, -3.10, -0.19], [-3.40, -3.08, 4.63], [-3.10, -1.35, 4.68], [-2.00, -2.43, 3.84], [-5.61, 0.95, 3.97], [-6.52, -0.11, 5.07], [-7.31, 0.43, 3.62]]
}

# 3
{
  "formula": "C5H12NO2",
  "method": "ωB97M-V/def2-TZVPD",
  "charge": -1,
  "gap_ev": 6.177,
  "mol_weight_g_mol": 118.16,
  "de_lowest_kcal_mol": 73.6,
  "species": ["C", "O", "C", "C", "C", "C", "N", "H", "H", "H", "H", "H", "H", "H", "H", "H", "H", "H", "H", "O"],
  "coordinates": [[-0.06, 1.91, 0.33], [-1.48, 1.93, 0.19], [0.70, 1.37, -0.92], [1.77, 0.26, -0.68], [1.31, -0.92, 0.13], [0.24, -1.66, -0.29], [-0.50, -2.59, 0.33], [0.11, 2.97, 0.62], [0.09, 1.09, 1.06], [-0.08, 0.98, -1.69], [1.21, 2.14, -1.52], [2.67, 0.69, -0.29], [2.05, -0.01, -1.73], [1.83, -0.91, 1.07], [0.06, -1.64, -1.39], [-0.19, -2.76, 1.29], [-2.67, -0.80, 1.76], [-2.24, -1.73, 0.72], [-1.75, 1.03, -0.09], [-3.08, -1.35, 1.08]]
}

# 4
{
  "formula": "CH3NO2",
  "method": "ωB97M-V/def2-TZVPD",
  "gap_ev": [8.741, 8.304],
  "mol_weight_g_mol": 61.04,
  "de_lowest_kcal_mol": 190.2,
  "species": ["C", "N", "O", "O", "H", "H", "H"],
  "coordinates": [[-0.72, 0.03, -0.04], [0.72, -0.18, -0.18], [1.28, -1.25, -0.16], [1.91, 1.23, 0.18], [-0.77, 0.10, 1.16], [-1.34, -0.83, -0.42], [-1.09, 0.90, -0.54]]
}

# 5
{
  "formula": "C28H27Br2EuNO2PS2",
  "method": "ωB97M-V/def2-TZVPD",
  "charge": -2,
  "gap_ev": [4.194, 3.546],
  "mol_weight_g_mol": 816.41,
  "multiplicity": 7,
  "species": ["Eu", "C", "C", "C", "C", "C", "C", "C", "C", "C", "C", "C", "C", "C", "C", "C", "N", "H", "H", "H", "H", "H", "H", "H", "H", "H", "H", "Br", "C", "Br", "H", "H", "C", "C", "O", "P", "S", "S", "O", "C", "C", "H", "H", "H", "H", "H", "H", "H", "H", "H", "H", "C", "C", "C", "C", "C", "C", "C", "C", "H", "H", "H", "H", "H"],
  "coordinates": [[0.40, -0.27, 0.72], [2.29, -4.60, 0.77], [2.51, -4.35, -0.58], [2.81, -3.08, -1.01], [2.92, -1.99, -0.11], [2.75, -2.27, 1.27], [2.42, -3.57, 1.67], [3.23, -0.67, -0.63], [4.11, -0.52, -1.72], [4.39, 0.71, -2.24], [3.85, 1.87, -1.61], [4.13, 3.17, -2.04], [3.66, 4.28, -1.35], [2.92, 4.09, -0.18], [2.63, 2.81, 0.26], [3.03, 1.67, -0.45], [2.65, 0.42, -0.02], [2.02, -5.59, 1.11], [2.43, -5.16, -1.30], [2.92, -2.88, -2.07], [2.26, -3.76, 2.73], [4.59, -1.40, -2.12], [5.08, 0.83, -3.07], [4.73, 3.30, -2.93], [3.88, 5.28, -1.70], [2.57, 4.94, 0.39], [2.07, 2.68, 1.18], [-0.23, -1.68, 3.04], [3.17, -1.32, 2.34], [5.17, -1.46, 2.58], [2.78, -1.58, 3.31], [3.03, -0.27, 2.13], [-0.67, 5.60, -0.57], [-1.79, 4.89, 0.17], [-1.25, 4.09, 1.23], [-1.12, 2.49, 1.12], [0.06, 1.90, 2.59], [-0.75, 1.96, -0.77], [-2.65, 2.07, 1.46], [-2.98, 0.78, 1.97], [-4.41, 0.84, 2.49], [-1.10, 6.23, -1.36], [-0.01, 4.86, -1.03], [-0.09, 6.21, 0.11], [-2.37, 4.27, -0.51], [-2.45, 5.61, 0.65], [-2.30, 0.51, 2.78], [-2.89, 0.03, 1.18], [-4.49, 1.59, 3.28], [-4.69, -0.14, 2.90], [-5.10, 1.10, 1.69], [-1.14, -1.67, -0.51], [-2.19, -2.24, -0.79], [-3.41, -2.92, -1.11], [-4.64, -2.26, -1.03], [-5.82, -2.91, -1.36], [-5.79, -4.24, -1.78], [-4.58, -4.91, -1.85], [-3.40, -4.26, -1.52], [-4.66, -1.23, -0.70], [-6.76, -2.39, -1.29], [-6.71, -4.74, -2.05], [-4.55, -5.94, -2.17], [-2.45, -4.78, -1.57]]
}

# 6
{
  "formula": "C33H42Al2BeCl3CsF4NO11S",
  "method": "ωB97M-V/def2-TZVPD",
  "charge": 1,
  "gap_ev": 1.240,
  "mol_weight_g_mol": 1038.99,
  "species": ["O", "C", "O", "C", "C", "C", "C", "C", "C", "C", "O", "C", "C", "C", "C", "C", "C", "C", "O", "C", "C", "Cl", "C", "O", "H", "H", "H", "H", "H", "H", "H", "H", "H", "H", "H", "H", "H", "H", "H", "H", "H", "Cl", "Be", "C", "O", "O", "O", "C", "C", "C", "S", "O", "O", "C", "H", "H", "H", "H", "H", "H", "H", "H", "C", "C", "C", "C", "C", "C", "H", "H", "H", "H", "H", "H", "Cs", "C", "C", "C", "O", "C", "N", "H", "H", "H", "H", "H", "H", "H", "H", "H", "H", "H", "Cl", "Al", "F", "Al", "F", "F", "F"],
  "coordinates": [[-3.60, -2.86, 7.71], [-3.55, -4.03, 7.30], [-4.53, -4.65, 6.49], [-3.88, -5.37, 5.38], [-3.89, -4.57, 4.00], [-3.68, -2.99, 4.12], [-2.12, -2.52, 4.16], [-1.88, -1.29, 3.26], [-1.17, -1.23, 2.08], [-0.49, -2.52, 1.51], [-0.43, -2.47, 0.07], [0.91, -2.64, -0.43], [1.42, -1.69, -1.52], [2.79, -1.87, -2.02], [3.70, -2.90, -1.52], [3.21, -3.83, -0.50], [1.83, -3.67, 0.01], [-1.03, 0.11, 1.37], [-0.88, 0.25, 0.13], [-1.02, 1.36, 2.25], [-1.74, 1.31, 3.43], [-1.81, 2.63, 4.63], [-2.53, 0.03, 3.74], [-3.64, 0.04, 4.38], [-2.62, -4.66, 7.61], [-4.48, -6.31, 5.21], [-2.80, -5.68, 5.64], [-4.92, -4.71, 3.54], [-3.13, -5.05, 3.32], [-4.15, -2.56, 5.03], [-4.08, -2.55, 3.17], [-1.52, -3.44, 3.88], [-1.81, -2.25, 5.24], [-1.12, -3.41, 1.78], [0.50, -2.60, 2.02], [0.77, -0.85, -1.96], [3.14, -1.18, -2.81], [4.74, -2.99, -1.90], [3.84, -4.65, -0.07], [1.51, -4.41, 0.78], [-0.45, 2.28, 2.02], [-4.24, 1.86, 4.31], [-0.22, 1.78, -1.12], [1.91, 3.21, 3.34], [1.52, 2.07, 3.56], [1.49, 3.95, 2.42], [2.79, 3.82, 4.00], [-7.38, -8.83, 2.73], [-7.44, -7.74, 1.66], [-6.10, -7.02, 1.67], [-4.89, -8.21, 2.24], [-4.37, -7.76, 3.51], [-4.02, -8.57, 1.14], [-6.05, -9.54, 2.53], [-8.22, -9.53, 2.65], [-7.42, -8.38, 3.73], [-7.61, -8.20, 0.68], [-8.26, -7.04, 1.84], [-5.82, -6.67, 0.67], [-6.10, -6.12, 2.42], [-5.73, -10.12, 3.39], [-6.06, -10.17, 1.64], [4.86, 5.48, -1.47], [4.79, 5.33, -0.09], [3.89, 4.43, 0.47], [3.06, 3.68, -0.35], [3.12, 3.83, -1.73], [4.02, 4.73, -2.29], [5.56, 6.18, -1.91], [5.45, 5.91, 0.55], [3.83, 4.32, 1.54], [2.36, 2.98, 0.08], [2.48, 3.24, -2.37], [4.07, 4.85, -3.37], [-1.07, -4.64, 6.83], [2.07, 7.37, -7.18], [3.57, 7.13, -7.22], [4.15, 6.59, -5.90], [4.32, 7.57, -4.89], [3.15, 7.83, -4.13], [4.24, 8.35, -7.64], [1.80, 8.26, -6.61], [1.68, 7.51, -8.19], [1.55, 6.51, -6.74], [3.76, 6.37, -7.99], [5.16, 6.21, -6.10], [3.57, 5.74, -5.52], [2.55, 6.93, -3.99], [2.55, 8.61, -4.61], [3.46, 8.20, -3.15], [5.24, 8.15, -7.75], [4.21, 9.00, -6.85], [-6.83, -4.99, 3.32], [-0.73, -1.05, -1.66], [6.92, 6.47, -9.70], [8.19, 7.40, -8.93], [8.77, 8.63, -10.02], [9.50, 6.33, -8.49], [7.54, 8.16, -7.49]]
}

# 7
{
  "formula": "C4H7NO2",
  "method": "ωB97M-V/def2-TZVPD",
  "smiles": "NC(=O)CCC=O",
  "gap_ev": 10.561,
  "mol_weight_g_mol": 101.10,
  "de_lowest_kcal_mol": 36.2,
  "species": ["N", "C", "O", "C", "C", "C", "O", "H", "H", "H", "H", "H", "H", "H"],
  "coordinates": [[0.98, -2.15, -0.16], [-0.04, -1.58, 0.57], [-0.42, -1.74, 1.71], [-0.64, -0.35, -0.10], [0.16, 0.92, 0.37], [-0.34, 2.09, -0.48], [-0.11, 3.27, -0.42], [0.88, -1.95, -1.14], [1.95, -2.07, 0.12], [-1.65, -0.12, 0.25], [-0.72, -0.23, -1.17], [1.24, 0.84, 0.26], [-0.16, 1.24, 1.37], [-1.15, 1.82, -1.18]]
}

# 8
{
  "formula": "C6H8OS",
  "method": "ωB97M-V/def2-TZVPD",
  "gap_ev": 9.750,
  "mol_weight_g_mol": 128.20,
  "de_lowest_kcal_mol": 103.2,
  "species": ["C", "C", "C", "C", "C", "C", "H", "H", "H", "H", "H", "H", "H", "H", "O", "S"],
  "coordinates": [[-0.32, -0.07, -0.80], [0.95, 0.92, -0.82], [1.09, 1.06, 0.69], [1.48, -0.37, 0.51], [0.15, -0.91, 0.50], [-0.51, -1.81, 1.28], [-2.30, 1.68, -1.28], [-0.64, -0.86, -1.59], [1.19, 1.63, -1.58], [0.02, 1.37, 1.09], [1.78, 1.97, 1.01], [2.28, -0.92, 1.06], [-0.08, -2.37, 2.15], [-1.53, -1.92, 1.25], [1.93, -0.17, -0.85], [-2.08, 0.49, -0.22]]
}

Please write out number 5 again, unchanged.
{
  "formula": "C28H27Br2EuNO2PS2",
  "method": "ωB97M-V/def2-TZVPD",
  "charge": -2,
  "gap_ev": [4.194, 3.546],
  "mol_weight_g_mol": 816.41,
  "multiplicity": 7,
  "species": ["Eu", "C", "C", "C", "C", "C", "C", "C", "C", "C", "C", "C", "C", "C", "C", "C", "N", "H", "H", "H", "H", "H", "H", "H", "H", "H", "H", "Br", "C", "Br", "H", "H", "C", "C", "O", "P", "S", "S", "O", "C", "C", "H", "H", "H", "H", "H", "H", "H", "H", "H", "H", "C", "C", "C", "C", "C", "C", "C", "C", "H", "H", "H", "H", "H"],
  "coordinates": [[0.40, -0.27, 0.72], [2.29, -4.60, 0.77], [2.51, -4.35, -0.58], [2.81, -3.08, -1.01], [2.92, -1.99, -0.11], [2.75, -2.27, 1.27], [2.42, -3.57, 1.67], [3.23, -0.67, -0.63], [4.11, -0.52, -1.72], [4.39, 0.71, -2.24], [3.85, 1.87, -1.61], [4.13, 3.17, -2.04], [3.66, 4.28, -1.35], [2.92, 4.09, -0.18], [2.63, 2.81, 0.26], [3.03, 1.67, -0.45], [2.65, 0.42, -0.02], [2.02, -5.59, 1.11], [2.43, -5.16, -1.30], [2.92, -2.88, -2.07], [2.26, -3.76, 2.73], [4.59, -1.40, -2.12], [5.08, 0.83, -3.07], [4.73, 3.30, -2.93], [3.88, 5.28, -1.70], [2.57, 4.94, 0.39], [2.07, 2.68, 1.18], [-0.23, -1.68, 3.04], [3.17, -1.32, 2.34], [5.17, -1.46, 2.58], [2.78, -1.58, 3.31], [3.03, -0.27, 2.13], [-0.67, 5.60, -0.57], [-1.79, 4.89, 0.17], [-1.25, 4.09, 1.23], [-1.12, 2.49, 1.12], [0.06, 1.90, 2.59], [-0.75, 1.96, -0.77], [-2.65, 2.07, 1.46], [-2.98, 0.78, 1.97], [-4.41, 0.84, 2.49], [-1.10, 6.23, -1.36], [-0.01, 4.86, -1.03], [-0.09, 6.21, 0.11], [-2.37, 4.27, -0.51], [-2.45, 5.61, 0.65], [-2.30, 0.51, 2.78], [-2.89, 0.03, 1.18], [-4.49, 1.59, 3.28], [-4.69, -0.14, 2.90], [-5.10, 1.10, 1.69], [-1.14, -1.67, -0.51], [-2.19, -2.24, -0.79], [-3.41, -2.92, -1.11], [-4.64, -2.26, -1.03], [-5.82, -2.91, -1.36], [-5.79, -4.24, -1.78], [-4.58, -4.91, -1.85], [-3.40, -4.26, -1.52], [-4.66, -1.23, -0.70], [-6.76, -2.39, -1.29], [-6.71, -4.74, -2.05], [-4.55, -5.94, -2.17], [-2.45, -4.78, -1.57]]
}

Q: Number 5 is which compound?
A: C28H27Br2EuNO2PS2